Record 1
ORCA calculation (ωB97M-V with the def2-TZVPD basis set) on a 7-piece molecular cluster, C45H104F6N6OP overall at a distorted geometry.

XYZ file:
```
163
C45H104F6N6OP (ωB97M-V with the def2-TZVPD basis set)
P 0.28786 -1.33614 0.69754
F 1.22026 -2.63209 0.44269
F 1.14166 -0.45843 -0.42706
F -0.79108 -1.72380 -0.52382
F -0.62799 -0.03414 1.07363
F -0.52550 -2.23141 1.78639
F 1.38603 -0.90356 1.79814
C -3.37230 0.58068 0.00626
N -4.03321 0.39464 1.39752
C -5.53940 0.65885 1.13234
C -3.74800 -1.03604 1.79908
C -3.40839 1.33218 2.56003
C -4.41994 1.91986 3.67239
O -5.24411 0.84670 4.22585
H -2.37529 0.98909 0.17135
H -3.82357 1.40624 -0.54412
H -3.23217 -0.37386 -0.50101
H -5.88620 0.06038 0.28993
H -5.57496 1.70639 0.83321
H -6.27238 0.61147 1.93769
H -3.98684 -1.83395 1.09594
H -4.23640 -1.15755 2.76592
H -2.69705 -1.14353 2.06750
H -2.81134 2.14032 2.13748
H -2.62688 0.77243 3.07388
H -4.91403 2.83478 3.34545
H -3.70366 2.29409 4.40381
H -5.85603 1.27116 4.83166
C 0.83354 7.21924 1.61961
C 1.05729 5.82514 2.31098
C 1.52973 4.69399 1.36375
N 2.10099 3.32197 2.03523
C 1.01367 2.60534 2.90680
C 3.38973 3.65512 2.90044
C 4.25938 2.38403 2.92152
C 3.70791 1.48256 1.80363
C 2.68750 2.30883 1.07281
H 0.72034 7.92399 2.44340
H -0.06077 7.24974 0.99722
H 1.69295 7.62196 1.08356
H 0.05409 5.68923 2.71498
H 1.71037 5.88256 3.18179
H 2.28028 5.08121 0.67466
H 0.76066 4.34444 0.67493
H 0.43116 1.96643 2.24304
H 0.39495 3.45478 3.19617
H 1.54234 2.09072 3.70915
H 2.98768 3.93354 3.87457
H 3.87503 4.50055 2.41276
H 4.12431 1.94339 3.90930
H 5.31954 2.62384 2.84007
H 3.27799 0.55506 2.18181
H 4.62947 1.19927 1.29512
H 1.88585 1.73732 0.60502
H 3.24822 2.95234 0.39488
C 3.35643 -1.97583 -4.69867
C 3.91233 -2.10389 -3.30044
C 4.76555 -0.91252 -2.99356
N 5.49406 -0.97522 -1.59390
C 4.51685 -1.36325 -0.54266
C 6.74927 -1.77401 -1.80249
C 7.69717 -0.81900 -2.37248
C 7.18945 0.55650 -2.14929
C 6.04105 0.43191 -1.23377
H 4.10838 -2.00148 -5.48735
H 2.97985 -0.95303 -4.71159
H 2.66555 -2.80924 -4.82601
H 4.39538 -3.07825 -3.37394
H 3.03466 -2.17186 -2.65766
H 4.08933 -0.05836 -2.95852
H 5.44226 -0.77742 -3.83730
H 5.01591 -1.41257 0.42512
H 4.27615 -2.39773 -0.78765
H 3.58249 -0.81501 -0.42218
H 7.05467 -2.00062 -0.78099
H 6.76019 -2.68340 -2.40331
H 8.64858 -1.00319 -1.87348
H 7.93005 -0.98762 -3.42387
H 8.02891 1.14589 -1.78048
H 6.88382 1.08325 -3.05329
H 6.36611 0.42359 -0.19340
H 5.39131 1.29128 -1.39938
C -1.39553 -0.54187 5.01969
C -0.57418 -1.45194 5.83088
C 0.29631 -2.36457 4.84305
N 1.38436 -3.28744 5.39827
C 1.98892 -3.92950 4.13245
C 0.87932 -4.26293 6.51096
C 1.29198 -3.65523 7.82978
C 2.60123 -3.01709 7.57791
C 2.66604 -2.60148 6.09260
H -2.00133 -1.22590 4.42537
H -0.87687 0.26076 4.49538
H -2.13746 -0.07323 5.66623
H -1.16279 -2.11427 6.46569
H -0.00608 -1.02300 6.65634
H 0.84144 -1.58501 4.31087
H -0.36661 -3.02777 4.28735
H 1.32464 -4.22104 3.31892
H 2.64203 -4.77328 4.35517
H 2.54113 -3.22061 3.51549
H 1.52810 -5.12574 6.36017
H -0.19506 -4.43223 6.58275
H 1.54786 -4.39795 8.58542
H 0.70177 -2.86648 8.29627
H 3.44918 -3.68925 7.70930
H 2.78819 -2.09763 8.13267
H 3.57572 -2.71196 5.50236
H 2.42970 -1.53750 6.10584
C -0.31088 1.63857 -2.18679
C -1.56104 1.91119 -3.08060
C -1.75517 3.40154 -3.42058
N -3.08862 4.04304 -3.93189
C -4.08453 4.07382 -2.69677
C -3.54903 3.41538 -5.31000
C -4.17529 4.62591 -5.98979
C -3.16259 5.76076 -5.80300
C -2.72030 5.49140 -4.34659
H -0.66569 1.43961 -1.17554
H 0.44177 2.42700 -2.18322
H 0.16394 0.68958 -2.43590
H -2.47347 1.58772 -2.57965
H -1.54853 1.24856 -3.94596
H -1.06854 3.72104 -4.20453
H -1.54611 3.98532 -2.52416
H -3.95578 3.06219 -2.31189
H -5.04462 4.25784 -3.17892
H -3.84090 4.90347 -2.03311
H -4.30464 2.62988 -5.32034
H -2.64768 3.09752 -5.83406
H -5.21715 4.77894 -5.70835
H -4.19886 4.36458 -7.04773
H -3.51790 6.74795 -6.09849
H -2.35696 5.55109 -6.50663
H -3.26157 6.11156 -3.63209
H -1.67009 5.71625 -4.16055
C -5.81182 -5.94023 -2.77342
C -4.34258 -5.61055 -3.25154
C -3.96941 -4.16090 -2.82541
N -2.45564 -3.76520 -3.08677
C -1.55172 -4.36696 -1.95547
C -1.86091 -4.10423 -4.52384
C -0.68348 -3.18723 -4.67838
C -1.00213 -1.92032 -3.81750
C -2.33772 -2.24200 -3.24601
H -6.54137 -5.18028 -3.05333
H -5.93854 -6.20803 -1.72446
H -6.14511 -6.81272 -3.33536
H -4.11359 -5.73399 -4.31005
H -3.71728 -6.27947 -2.66023
H -4.21471 -4.05143 -1.76902
H -4.50042 -3.38510 -3.37703
H -1.92629 -4.26817 -0.93663
H -0.59504 -3.85461 -2.05729
H -1.51957 -5.45171 -2.05744
H -1.58537 -5.15674 -4.45753
H -2.71950 -3.96031 -5.17974
H 0.25162 -3.64320 -4.35315
H -0.47302 -3.03133 -5.73645
H -0.28368 -1.64968 -3.04377
H -1.00768 -1.02987 -4.44612
H -2.70739 -1.75105 -2.34579
H -3.04852 -2.02250 -4.04269
```

Output
Total energy: -84888.7310 eV
Charge: +5
Gap between HOMO and LUMO: 10.9 eV
Molar mass: 890.33 Da
Relative energy (zero: lowest compared OMol25 entry of this formula, charge and spin): 132.35 kcal per mole
E_HOMO: -20.559 eV
LUMO: -0.35438 Eh
Strongest force on any atom: 0.0708 hartree/bohr

Results of the Mulliken charge analysis, in e, for atoms 1 through 99: 2.15, -0.41, -0.44, -0.54, -0.29, -0.39, -0.74, -1.20, 0.95, -1.00, -1.18, -0.37, -1.02, -0.50, -0.11, 0.50, 0.50, 0.36, 0.48, 0.30, 0.36, 0.44, 0.38, 0.41, 0.16, 0.45, 0.48, 0.36, -1.39, -0.37, -0.74, 0.42, -0.87, -0.68, -0.94, 0.92, -0.42, 0.40, 0.34, 0.40, 0.29, 0.40, 0.43, 0.41, 0.11, 0.35, 0.39, 0.52, 0.42, 0.34, 0.38, -0.46, -0.26, -0.06, 0.56, -1.51, 0.30, -1.14, 0.51, -1.53, -0.32, -0.78, -0.64, -0.54, 0.42, 0.39, 0.32, 0.32, 0.01, 0.52, 0.43, 0.54, 0.61, 0.27, 0.46, 0.26, 0.37, 0.35, 0.40, 0.34, 0.52, 0.16, -0.57, -1.10, -0.67, 0.63, -1.13, -0.53, -0.54, -0.70, -0.52, 0.22, 0.01, 0.29, 0.52, 0.47, -0.02, 0.71, 0.45



Record 2
ORCA calculation (ωB97M-V with the def2-TZVPD basis set) on an isolated ion of composition C5H6N5O3 and charge -1 at a distorted geometry.

XYZ file:
```
19
C5H6N5O3 (ωB97M-V with the def2-TZVPD basis set)
C -1.42735 2.03430 -1.03079
C -1.06353 0.92856 -0.24750
C -1.07919 1.61180 2.14395
C 1.84335 -2.87944 -0.37757
C -1.48009 0.24773 0.94366
N -0.53496 2.23372 -1.97254
N 0.47533 1.45740 -1.77299
N 0.83071 -0.42449 -0.45182
N 2.17730 -0.66147 -1.34127
N 0.20199 0.66400 -0.77115
O -1.75637 2.59253 1.89863
O -0.32450 1.19979 2.97895
O 2.48546 -1.97231 -1.24716
H -2.33035 2.62471 -0.86119
H 1.93181 -2.37523 0.66062
H 2.51268 -3.77029 -0.38825
H 0.77913 -3.08984 -0.60413
H -2.53880 0.01635 1.09129
H -0.70264 -0.43782 1.34923
```

Output
Total energy: -18869.6808 eV
Charge: -1
Gap between HOMO and LUMO (alpha / beta): 7.0 / 6.3 eV
SMILES: CO/N=N/n1nncc1CC(=O)[O-]
Molar mass: 184.14 Da
Relative energy (zero: lowest compared OMol25 entry of this formula, charge and spin): 68.15 kcal per mole
E_HOMO (alpha / beta): -3.863 / -3.887 eV
LUMO (alpha / beta): 0.11397 / 0.09037 Eh
Strongest force on any atom: 0.1187 hartree/bohr

Charge distribution, Mulliken scheme, values in e: -0.28, 0.22, 0.64, -0.47, -0.73, -0.45, -0.68, -0.50, -0.09, 1.08, -0.60, -0.61, -0.18, 0.42, 0.21, 0.25, 0.23, 0.34, 0.20



Record 3
ORCA calculation (ωB97M-V with the def2-TZVPD basis set) on a single C19H18N4OS2 molecule at a distorted geometry.

XYZ file:
```
44
C19H18N4OS2 (ωB97M-V with the def2-TZVPD basis set)
C 2.29888 3.10468 -0.88577
C 2.58319 2.38796 -2.16925
C 3.89703 2.10391 -2.52463
C 4.20587 1.44344 -3.69905
C 3.19056 1.05313 -4.55468
C 1.87961 1.32741 -4.21766
C 1.56300 1.98711 -3.03534
C 0.11831 2.24403 -2.73389
H -0.34892 2.84250 -3.51780
H -0.03804 2.70484 -1.76352
S -0.85302 0.68905 -2.72593
C -0.38480 0.07799 -1.17786
N 0.30546 0.70242 -0.25895
N 0.43160 -0.13168 0.78129
C -0.17616 -1.24880 0.49460
N -0.72980 -1.17380 -0.75518
C -1.47685 -2.14395 -1.50518
H -2.36821 -1.67034 -1.91911
H -0.87110 -2.52231 -2.33133
H -1.77448 -2.97172 -0.86363
C -0.27336 -2.41597 1.41167
N -1.53191 -2.42483 2.13536
C -2.50259 -3.32251 1.81441
O -2.44968 -4.12734 0.91736
S -3.88552 -3.12491 2.92195
C -3.07639 -1.80303 3.74201
C -3.54234 -1.04814 4.80218
C -2.73527 -0.03379 5.28752
C -1.49576 0.22240 4.71612
C -1.02385 -0.53169 3.65578
C -1.82258 -1.55790 3.17418
H -0.07497 -0.31158 3.19369
H -0.88699 1.02600 5.10017
H -3.07939 0.56764 6.11448
H -4.51063 -1.25119 5.22999
H 0.54851 -2.36048 2.12982
H -0.21454 -3.35473 0.85343
H 1.07748 1.01859 -4.87435
H 3.41711 0.53828 -5.47638
H 5.23621 1.23379 -3.94613
H 4.69422 2.40661 -1.86062
H 1.77146 4.04003 -1.07014
H 3.22660 3.33152 -0.36715
H 1.68206 2.47735 -0.24248
```

Output
Total energy: -49674.6715 eV
Gap between HOMO and LUMO: 9.1 eV
SMILES: Cc1ccccc1CSc1nnc(Cn2c(=O)sc3ccccc32)n1C
Molar mass: 382.51 Da
Relative energy (zero: lowest compared OMol25 entry of this formula, charge and spin): 3.74 kcal per mole
E_HOMO: -8.515 eV
LUMO: 0.02156 Eh
Strongest force on any atom: 0.0237 hartree/bohr

Charge distribution, Mulliken scheme, values in e: -1.47, 0.94, -0.72, -0.60, -0.66, -0.63, 0.87, -0.98, 0.52, 0.39, -0.22, -0.02, -0.14, -0.69, 1.15, 0.22, -0.94, 0.34, 0.32, 0.40, -1.80, 0.35, 0.63, -0.62, -0.26, 0.48, -0.46, -0.51, -0.85, -0.49, 0.42, 0.38, 0.38, 0.38, 0.40, 0.37, 0.58, 0.38, 0.39, 0.39, 0.34, 0.33, 0.41, 0.29



> The highest relative energy (zero: lowest compared OMol25 entry of this formula, charge and spin) belongs to which entry?

C45H104F6N6OP



> Which of these has the lowest strongest force on any atom?

C19H18N4OS2



> Number 2 is which compound?

C5H6N5O3



Copy entry 2 word for word.
ORCA calculation (ωB97M-V with the def2-TZVPD basis set) on an isolated ion of composition C5H6N5O3 and charge -1 at a distorted geometry.

XYZ file:
```
19
C5H6N5O3 (ωB97M-V with the def2-TZVPD basis set)
C -1.42735 2.03430 -1.03079
C -1.06353 0.92856 -0.24750
C -1.07919 1.61180 2.14395
C 1.84335 -2.87944 -0.37757
C -1.48009 0.24773 0.94366
N -0.53496 2.23372 -1.97254
N 0.47533 1.45740 -1.77299
N 0.83071 -0.42449 -0.45182
N 2.17730 -0.66147 -1.34127
N 0.20199 0.66400 -0.77115
O -1.75637 2.59253 1.89863
O -0.32450 1.19979 2.97895
O 2.48546 -1.97231 -1.24716
H -2.33035 2.62471 -0.86119
H 1.93181 -2.37523 0.66062
H 2.51268 -3.77029 -0.38825
H 0.77913 -3.08984 -0.60413
H -2.53880 0.01635 1.09129
H -0.70264 -0.43782 1.34923
```

Output
Total energy: -18869.6808 eV
Charge: -1
Gap between HOMO and LUMO (alpha / beta): 7.0 / 6.3 eV
SMILES: CO/N=N/n1nncc1CC(=O)[O-]
Molar mass: 184.14 Da
Relative energy (zero: lowest compared OMol25 entry of this formula, charge and spin): 68.15 kcal per mole
E_HOMO (alpha / beta): -3.863 / -3.887 eV
LUMO (alpha / beta): 0.11397 / 0.09037 Eh
Strongest force on any atom: 0.1187 hartree/bohr

Charge distribution, Mulliken scheme, values in e: -0.28, 0.22, 0.64, -0.47, -0.73, -0.45, -0.68, -0.50, -0.09, 1.08, -0.60, -0.61, -0.18, 0.42, 0.21, 0.25, 0.23, 0.34, 0.20